1.
Below is a cluster of 5 separate species, C8H16Cl8F3N3OP in total at a distorted geometry, with properties calculated with ωB97M-V/def2-TZVPD.

Element x y z (Å)
Cl (2.552, -0.379, -1.619)
Cl (-3.438, -0.942, 7.672)
Cl (1.545, -2.644, -0.084)
Cl (-0.312, -0.552, 1.724)
Cl (-2.553, -2.416, 5.317)
Cl (1.366, -0.760, 7.244)
Cl (1.864, -1.869, 3.148)
Cl (-0.810, 0.557, 5.820)
P (1.314, 2.082, -2.501)
F (2.153, 0.544, -5.479)
F (1.234, 2.362, -6.846)
F (0.288, 0.062, -6.961)
O (0.468, 3.415, -2.300)
N (-0.203, -1.367, -2.611)
N (-1.729, 0.592, -3.350)
N (0.598, 0.925, -3.660)
C (-1.623, 0.874, -4.864)
C (2.931, -1.588, -0.386)
C (-0.372, -0.106, -3.125)
C (0.651, -0.585, 3.206)
C (0.153, 0.524, 7.302)
C (-0.130, 1.554, -4.867)
C (0.911, 1.123, -6.096)
C (-3.942, -1.739, 6.176)
H (2.588, 2.516, -3.092)
H (-0.486, -2.176, -3.244)
H (3.772, -2.195, -0.729)
H (-0.510, 0.350, 8.153)
H (-1.718, 1.578, -2.965)
H (3.198, -1.078, 0.543)
H (0.658, 1.486, 7.419)
H (-0.154, 2.722, -4.739)
H (1.669, 1.501, -1.219)
H (-0.012, -0.759, 4.057)
H (-4.436, -1.007, 5.532)
H (1.156, 0.377, 3.323)
H (-1.620, -0.244, -5.281)
H (0.140, -1.612, -1.657)
H (-2.523, 1.416, -5.381)
H (-4.638, -2.545, 6.420)

Electronic energy   -132680.9947 eV
Net charge   +1
Gap between HOMO and LUMO   0.2216 Eh
Lowest unoccupied orbital energy   -6.446 eV
Spin multiplicity   1

2.
Below is a structure of composition C34H51Cl2N6O2OsSSi at a distorted geometry, with properties calculated with ωB97M-V/def2-TZVPD.

Element x y z (Å)
Os (-2.316, 1.037, -0.024)
Cl (-1.893, 6.594, -0.213)
Cl (0.482, -1.828, -6.618)
S (0.212, 1.942, 1.505)
Si (-3.461, -2.276, 0.697)
O (-1.377, 1.743, 1.529)
O (2.698, -0.867, 1.074)
N (-4.065, 1.625, 1.096)
N (-0.746, -0.014, -0.860)
N (-1.934, 2.768, -1.155)
N (-3.263, -0.393, 0.873)
N (0.931, -1.373, -0.996)
N (0.469, -1.252, -2.253)
C (4.413, -3.869, -0.515)
C (-1.678, 2.791, -2.478)
C (-2.007, 3.949, -0.504)
C (-4.159, 0.344, 1.586)
C (-2.484, -2.806, -0.775)
C (1.689, -1.604, -5.366)
C (0.417, 3.674, 1.964)
C (-2.778, -2.954, 2.279)
C (4.581, -0.987, -2.252)
C (-0.461, 4.153, 3.108)
C (-1.508, 3.967, -3.179)
C (-0.533, -0.434, -2.150)
C (0.193, -0.670, -0.166)
C (1.942, -0.345, -4.896)
C (4.197, -2.746, 0.509)
C (-5.263, -2.582, 0.413)
C (2.886, -0.171, -3.886)
C (5.555, -2.143, 0.886)
C (3.577, -1.237, -3.360)
C (-4.861, 2.566, 1.560)
C (-5.751, 2.245, 2.626)
C (2.036, -2.298, -0.706)
C (-5.009, -0.027, 2.621)
C (-1.573, 5.176, -2.508)
C (-4.885, 3.929, 0.958)
C (-5.808, 0.978, 3.160)
C (3.909, -0.579, -0.943)
C (3.332, -2.485, -3.881)
C (3.248, -1.627, -0.044)
C (2.375, -2.677, -4.883)
C (0.689, 1.072, 2.996)
C (2.192, 1.167, 3.233)
C (3.606, -3.393, 1.775)
C (-1.819, 5.156, -1.138)
H (4.811, -3.512, -1.464)
H (0.370, -0.637, 0.893)
H (-2.779, -4.043, 2.185)
H (1.483, 3.750, 2.194)
H (-5.910, -2.357, 1.261)
H (3.499, -4.433, -0.714)
H (-5.039, -1.040, 2.994)
H (4.240, -4.231, 2.065)
H (-4.542, 3.911, -0.073)
H (6.114, -1.801, 0.017)
H (2.518, 2.180, 3.458)
H (-1.622, 1.843, -2.983)
H (2.290, -2.724, -1.672)
H (-3.361, -2.699, 3.164)
H (-0.118, 3.778, 4.071)
H (1.648, -3.085, -0.063)
H (3.414, -0.788, 1.716)
H (5.224, -0.159, -2.551)
H (-2.696, -3.872, -0.905)
H (-4.268, 4.620, 1.539)
H (2.435, 0.553, 4.099)
H (-2.782, -2.316, -1.703)
H (2.754, 0.794, 2.378)
H (-6.489, 0.757, 3.971)
H (-1.320, 3.932, -4.243)
H (2.601, -3.792, 1.624)
H (3.574, -2.712, 2.627)
H (-0.413, 5.240, 3.142)
H (-5.379, -3.647, 0.194)
H (-1.502, 3.861, 2.973)
H (-1.405, -2.711, -0.654)
H (5.136, -4.575, -0.107)
H (3.095, 0.832, -3.531)
H (-1.748, -2.636, 2.453)
H (0.390, 0.038, 2.809)
H (1.427, 0.504, -5.324)
H (0.084, 1.466, 3.814)
H (3.887, -3.346, -3.526)
H (-1.434, 6.116, -3.027)
H (-2.212, 3.911, 0.555)
H (4.635, -0.070, -0.304)
H (5.249, -1.836, -2.121)
H (2.192, -3.663, -5.285)
H (3.147, 0.173, -1.174)
H (-5.901, 4.322, 0.976)
H (6.158, -2.900, 1.389)
H (5.465, -1.301, 1.581)
H (-6.405, 3.022, 2.998)
H (-1.125, -0.149, -3.003)
H (0.256, 4.227, 1.038)
H (-5.640, -2.033, -0.453)

Electronic energy   -95322.7381 eV
Net charge   +3
Gap between HOMO and LUMO (spin up / spin down)   0.1316 / 0.1639 Eh
Relative energy (zero: lowest compared OMol25 entry of this formula, charge and spin)   28.5 kcal per mole
Lowest unoccupied orbital energy (spin up / spin down)   -11.126 / -10.249 eV
Spin multiplicity   1

3.
Below is a structure of composition C39H44NbO12 at a distorted geometry, with properties calculated with ωB97M-V/def2-TZVPD.

Element x y z (Å)
Nb (1.079, -1.691, 1.277)
O (-8.516, 0.774, -8.245)
O (-0.099, -1.351, -3.147)
O (-4.052, -1.179, -6.178)
O (-4.866, 2.392, 4.469)
O (8.192, -1.005, 3.612)
O (3.084, -1.692, -1.862)
O (3.789, -0.561, 2.351)
O (4.465, -6.215, -4.238)
O (10.835, 3.476, 4.590)
O (-9.321, 1.669, 7.233)
O (-1.927, 2.951, -5.627)
O (0.262, -0.199, 2.334)
C (-8.301, 1.832, 6.599)
C (-7.494, 0.328, -7.770)
C (10.527, 1.627, 3.166)
C (-0.953, 2.138, 1.512)
C (8.495, 0.845, 5.034)
C (-7.124, 0.946, 6.787)
C (-4.139, 0.027, 2.003)
C (5.160, -0.346, 2.283)
C (-2.540, -0.262, 0.107)
C (-7.348, -1.124, -7.485)
C (2.381, -3.614, -3.006)
C (-0.516, -0.371, -3.712)
C (-1.855, 1.096, 2.179)
C (-0.056, 1.634, -5.056)
C (10.227, 2.451, 4.365)
C (9.865, 0.500, 2.920)
C (9.158, 1.971, 5.278)
C (-6.228, -1.616, -6.967)
C (-2.979, 0.652, 1.239)
C (-8.182, 2.931, 5.605)
C (-5.073, -0.734, -6.651)
C (-2.416, 1.052, -4.330)
C (-6.004, 1.129, 6.094)
C (5.168, -4.293, -3.077)
C (8.797, 0.017, 3.835)
C (4.828, -3.155, -2.478)
C (2.728, -4.751, -3.603)
C (5.567, 1.017, 1.741)
C (0.403, 0.554, -4.432)
C (4.144, -5.178, -3.689)
C (-7.063, 3.115, 4.910)
C (3.405, -2.720, -2.402)
C (-1.055, -0.063, 2.817)
C (3.142, -0.709, 1.074)
C (-1.502, 1.965, -5.052)
C (-5.218, 0.720, -6.937)
C (-1.964, -0.032, -3.708)
C (-5.884, 2.229, 5.100)
C (-6.340, 1.209, -7.454)
H (3.805, -1.261, 0.409)
H (-2.365, 1.595, 3.003)
H (-4.363, 1.344, -6.702)
H (5.560, -0.440, 3.290)
H (6.194, -4.632, -3.148)
H (1.711, -2.995, 0.172)
H (-2.612, -0.718, -3.177)
H (10.063, -0.117, 2.052)
H (-3.359, -0.351, -0.607)
H (1.453, 0.289, -4.410)
H (-6.096, -2.669, -6.750)
H (-3.842, -0.940, 2.405)
H (-8.203, -1.744, -7.723)
H (-6.951, 3.906, 4.181)
H (-7.237, 0.153, 7.515)
H (7.710, 0.475, 5.680)
H (5.504, 1.784, 2.509)
H (5.553, -2.493, -2.022)
H (-6.471, 2.262, -7.671)
H (-4.968, -0.143, 1.319)
H (2.003, -5.420, -4.050)
H (0.590, 2.321, -5.588)
H (4.982, 1.297, 0.871)
H (0.595, -0.891, -0.321)
H (-0.379, -2.818, 1.301)
H (11.307, 1.999, 2.515)
H (1.736, -2.674, 2.707)
H (1.357, -3.273, -2.919)
H (-1.015, 2.077, 0.430)
H (6.609, 0.977, 1.423)
H (-3.464, 1.320, -4.343)
H (-4.456, 0.688, 2.800)
H (0.077, 2.049, 1.833)
H (-2.328, -1.268, 0.463)
H (5.645, -1.124, 1.680)
H (-5.133, 0.497, 6.210)
H (-9.054, 3.561, 5.485)
H (-1.677, 0.114, -0.430)
H (-0.973, 0.162, 3.883)
H (-3.364, 1.565, 0.775)
H (8.956, 2.592, 6.141)
H (2.960, 0.285, 0.652)
H (-1.296, 3.136, 1.778)
H (-1.626, -0.989, 2.752)

Electronic energy   -67266.4264 eV
Net charge   -1
Gap between HOMO and LUMO   0.1545 Eh
Lowest unoccupied orbital energy   -0.297 eV
Spin multiplicity   1

4.
Below is a structure of composition C26H28MoN6O9S at a distorted geometry, with properties calculated with ωB97M-V/def2-TZVPD.

Element x y z (Å)
Mo (1.180, 1.980, -0.483)
S (1.568, -1.471, -2.316)
O (-5.310, 3.875, -2.076)
O (0.422, 0.924, 2.476)
O (-3.080, -3.023, -1.782)
O (1.982, 0.090, 0.192)
O (-4.741, 1.741, -2.203)
O (0.392, 5.160, 0.886)
O (-2.449, 0.370, -1.751)
O (1.934, 2.792, -1.756)
O (-0.426, 0.831, -0.990)
N (0.586, -3.082, -0.469)
N (-0.966, -2.210, -1.925)
N (-0.906, 3.442, -0.985)
N (0.579, 2.932, 1.377)
N (-1.420, 4.654, -0.946)
N (3.040, 2.358, 0.495)
C (-0.344, -3.366, 0.634)
C (5.157, 3.054, 2.101)
C (-4.470, 3.017, -1.965)
C (-0.883, -2.103, 1.292)
C (0.094, -6.061, -3.517)
C (-1.745, -6.988, -2.272)
C (0.085, 2.972, 3.707)
C (0.370, 2.147, 2.475)
C (3.043, 0.054, 1.122)
C (0.072, 4.397, 3.189)
C (3.635, 1.436, 1.251)
C (-1.611, 1.181, -1.369)
C (0.344, -2.302, -1.526)
C (-1.893, 2.628, -1.331)
C (-3.080, 3.374, -1.555)
C (4.560, 4.007, 1.296)
C (-0.627, -7.162, -3.077)
C (-1.799, -2.447, 2.459)
C (3.493, 3.622, 0.504)
C (-2.142, -5.712, -1.908)
C (-2.718, 4.678, -1.295)
C (-1.406, -4.608, -2.329)
C (4.691, 1.753, 2.083)
C (-0.291, -4.782, -3.142)
C (0.356, 4.266, 1.705)
C (-1.909, -3.254, -1.943)
H (-2.658, -3.035, 2.132)
H (0.870, 2.781, 4.440)
H (-3.024, -5.551, -1.302)
H (2.925, 4.249, -0.155)
H (5.142, 0.986, 2.699)
H (-3.946, 1.162, -2.082)
H (0.835, 5.037, 3.633)
H (-0.053, -1.478, 1.629)
H (-1.430, -1.513, 0.554)
H (-0.859, 2.654, 4.145)
H (-0.321, -8.159, -3.368)
H (5.988, 3.317, 2.742)
H (-1.155, -4.011, 0.296)
H (2.044, -0.578, -0.579)
H (-3.306, 5.578, -1.331)
H (-1.270, -3.019, 3.225)
H (3.795, -0.647, 0.752)
H (0.226, -3.956, 1.353)
H (1.567, -3.228, -0.292)
H (-2.176, -1.538, 2.926)
H (-0.784, 5.398, -0.689)
H (0.955, -6.195, -4.158)
H (2.655, -0.278, 2.085)
H (0.269, -3.925, -3.493)
H (-0.893, 4.890, 3.314)
H (-1.352, -1.295, -2.152)
H (4.899, 5.032, 1.279)
H (-2.312, -7.846, -1.937)

Electronic energy   -67479.8508 eV
Net charge   0
<S²>   2.008
Gap between HOMO and LUMO (spin up / spin down)   0.2674 / 0.3280 Eh
Relative energy (zero: lowest compared OMol25 entry of this formula, charge and spin)   0.0 kcal per mole
Lowest unoccupied orbital energy (spin up / spin down)   0.043 / -0.206 eV
Spin multiplicity   3

5.
Below is the molecule C20H10O3S2 at a distorted geometry, with properties calculated with ωB97M-V/def2-TZVPD.

Element x y z (Å)
S (2.387, 2.221, -0.198)
S (1.470, 0.205, 2.430)
O (1.445, -1.463, 5.032)
O (-2.012, -4.155, 3.958)
O (-2.574, -1.146, -2.032)
C (-0.892, 0.185, -1.355)
C (1.867, 2.711, -1.792)
C (0.176, 1.101, -1.273)
C (0.691, 2.058, -2.243)
C (-1.194, -3.340, 3.566)
C (0.767, 3.465, -4.199)
C (0.646, 0.276, 0.924)
C (-2.171, -1.484, -0.760)
C (-0.438, -1.526, 2.008)
C (0.489, -1.175, 2.947)
C (-1.375, -2.684, 2.215)
C (2.487, 3.697, -2.556)
C (0.042, -3.259, 4.395)
C (0.128, 2.444, -3.460)
C (0.664, -1.897, 4.176)
C (-1.784, -0.068, -2.402)
C (-1.137, -0.722, -0.364)
C (0.982, 1.144, -0.122)
C (-0.381, -0.687, 0.824)
C (1.922, 4.119, -3.752)
H (-2.395, -2.272, 2.215)
H (-0.197, -3.371, 5.445)
H (-1.193, -3.406, 1.406)
H (-2.662, -2.275, -0.193)
H (3.352, 4.207, -2.182)
H (2.371, 4.914, -4.345)
H (0.758, -4.034, 4.089)
H (-1.779, 0.416, -3.386)
H (-0.784, 2.025, -3.857)
H (0.324, 3.775, -5.159)

Electronic energy   -48714.8657 eV
Net charge   0
Gap between HOMO and LUMO   0.2548 Eh
Relative energy (zero: lowest compared OMol25 entry of this formula, charge and spin)   1.8 kcal per mole
Lowest unoccupied orbital energy   -0.914 eV
Spin multiplicity   1

6.
Below is a cluster of 8 separate species, C24H64O8 in total at a distorted geometry, with properties calculated with ωB97M-V/def2-TZVPD.

Element x y z (Å)
O (0.502, -2.238, 2.123)
O (-3.783, 1.233, 1.749)
O (-1.203, -0.159, 1.129)
O (4.811, 0.061, -2.027)
O (1.646, 4.282, 0.090)
O (2.636, -1.533, -2.493)
O (1.488, -1.549, 4.638)
O (-2.026, -3.603, -2.847)
C (4.356, 2.166, -0.906)
C (-1.702, 1.359, -0.607)
C (-4.635, -0.942, 1.711)
C (3.694, -0.519, 4.314)
C (1.144, 5.010, -2.132)
C (-0.361, -3.373, 2.342)
C (-0.608, 4.627, -0.313)
C (-2.407, -1.393, -3.363)
C (-4.216, -2.779, -2.311)
C (0.689, 0.507, -0.146)
C (2.279, -0.389, 4.805)
C (0.659, 4.205, -0.939)
C (4.963, 0.775, -0.776)
C (1.689, 0.985, 4.302)
C (-1.117, -3.575, 1.060)
C (-0.669, 0.965, 0.403)
C (1.193, 0.039, -3.712)
C (2.749, -1.687, -4.840)
C (-2.741, -2.464, -2.329)
C (-1.290, -3.071, 3.620)
C (4.410, -0.122, 0.304)
C (-6.193, 0.967, 1.862)
C (1.874, -1.343, -3.679)
C (-4.889, 0.474, 1.309)
H (-0.341, -3.635, 0.263)
H (-6.185, 0.807, 2.929)
H (-4.552, -3.149, -3.318)
H (0.605, -0.508, -0.448)
H (4.351, -0.174, 5.053)
H (3.416, -0.963, -2.524)
H (-0.582, 5.678, -0.172)
H (-2.955, -0.466, -3.031)
H (-1.434, 4.395, -0.983)
H (0.883, 0.213, -2.714)
H (0.265, -4.302, 2.537)
H (-4.436, -3.575, -1.619)
H (1.029, -2.073, -3.570)
H (-3.973, -1.442, 1.083)
H (4.428, 0.421, 1.256)
H (2.282, -0.286, 5.891)
H (-5.584, -1.617, 1.814)
H (-6.321, 2.002, 1.735)
H (4.747, 2.783, -1.731)
H (-1.324, 2.090, -1.288)
H (5.545, 0.383, -2.551)
H (-1.304, -1.244, -3.458)
H (2.240, 1.763, 4.819)
H (-1.827, -2.787, 0.812)
H (-4.264, -1.051, 2.708)
H (4.550, 2.830, -0.032)
H (3.672, -1.076, -4.883)
H (1.321, -1.662, 3.685)
H (1.649, 1.019, 3.221)
H (-0.538, 1.833, 1.183)
H (-3.994, 2.142, 1.625)
H (-2.669, 1.589, -0.133)
H (3.855, -0.016, 3.342)
H (-2.283, -2.697, 3.245)
H (2.206, -1.634, -5.814)
H (2.438, 4.546, -0.373)
H (-1.863, 0.457, -1.173)
H (3.266, 2.223, -1.055)
H (5.118, -0.929, 0.449)
H (0.410, 0.203, -4.481)
H (1.863, 0.854, -3.921)
H (-7.010, 0.400, 1.365)
H (1.461, 0.503, 0.634)
H (-4.880, -1.898, -2.100)
H (3.018, -2.739, -4.680)
H (-4.925, 0.574, 0.199)
H (0.565, 3.120, -1.275)
H (-1.671, -4.112, -2.112)
H (0.954, 1.182, -0.949)
H (-2.080, 0.097, 1.515)
H (0.050, -1.592, 1.606)
H (0.499, 4.849, -3.015)
H (2.093, 4.707, -2.485)
H (3.875, -1.607, 4.206)
H (-0.795, 4.089, 0.606)
H (1.034, 6.065, -1.968)
H (-2.694, -1.649, -4.377)
H (-1.572, -4.038, 4.065)
H (6.067, 0.896, -0.616)
H (-0.698, -2.476, 4.274)
H (3.407, -0.522, 0.072)
H (-1.613, -4.531, 1.001)
H (0.624, 1.024, 4.649)
H (-2.362, -2.202, -1.333)

Electronic energy   -42304.1287 eV
Net charge   0
Gap between HOMO and LUMO   0.3611 Eh
Relative energy (zero: lowest compared OMol25 entry of this formula, charge and spin)   56.0 kcal per mole
Lowest unoccupied orbital energy   0.459 eV
Spin multiplicity   1